Molecular formula: C34H45Br2F4N7O5S2Zr
Method: DFT, ωB97M-V/def2-TZVPD

Values from the calculation:
lowest unoccupied orbital energy = -5.350 eV
net charge = +2
max |F| = 2.5 eV Å⁻¹
electronic energy = -230550.474 eV
orbital gap = 7.695 eV

Geometry as XYZ:
```
100
Properties=species:S:1:pos:R:3:lowdin_charge:R:1
Zr -0.636 -0.317 -0.269 1.84
Br -0.561 4.281 -1.289 0.74
Br -2.188 2.102 0.431 0.81
S -3.797 -1.488 0.750 0.75
S 1.840 -2.154 -0.634 1.08
F 2.792 3.187 -0.631 0.09
F 0.588 1.495 -0.508 -0.17
F 4.391 0.793 -4.363 0.14
F 2.314 -0.916 -4.207 0.11
O -5.041 -1.126 0.159 -0.23
O -0.828 -2.445 -0.294 -0.13
O -2.663 -0.677 0.231 -0.57
O -0.782 -1.398 1.614 -0.11
O 1.320 -0.968 0.172 -0.63
N 0.802 1.290 2.155 -0.09
N -2.160 0.198 -2.320 -0.33
N 3.008 1.475 3.211 -0.08
N 1.067 1.071 4.573 -0.08
N -3.610 -3.062 0.308 -0.10
N 0.297 -0.460 -2.155 -0.23
N 1.395 3.220 3.540 -0.08
C -1.850 -1.105 -2.955 -0.17
C 2.403 -5.815 0.992 -0.05
C -4.790 -1.946 4.615 0.00
C 1.990 -3.500 0.555 -0.38
C 0.343 0.631 3.398 -0.18
C 2.030 -4.288 2.810 -0.05
C -3.629 0.304 -2.266 -0.09
C -4.211 -0.833 5.226 -0.24
C 3.472 0.999 -3.430 -0.20
C 2.812 2.911 3.380 -0.15
C 2.291 -5.570 2.352 -0.05
C -3.857 -1.313 2.511 -0.28
C 2.695 2.211 -1.535 -0.23
C 0.902 2.514 4.715 -0.16
C -4.466 -0.541 6.662 -0.02
C 3.645 2.051 -2.531 0.10
C -1.000 -2.444 0.959 -0.65
C -1.721 1.316 -3.182 -0.08
C 1.395 0.280 -2.369 -0.25
C 3.634 -1.823 -0.699 -0.14
C 1.623 1.346 -1.475 -0.12
C 2.394 0.130 -3.361 -0.14
C 0.669 2.753 2.379 -0.20
C -3.428 0.017 4.450 0.00
C -2.766 -4.154 0.794 -0.16
C -0.336 -1.216 -3.220 -0.17
C -1.602 -3.645 1.641 -0.04
C 1.881 -3.246 1.909 -0.08
C -1.853 4.073 0.092 -0.85
C 2.489 0.791 4.387 -0.15
C -4.631 -2.182 3.262 -0.04
C 2.242 -4.781 0.083 -0.06
C 2.262 1.036 2.053 -0.18
C -3.254 -0.217 3.099 -0.07
H 4.028 -1.743 0.308 0.08
H 4.490 2.715 -2.617 0.15
H -2.165 -1.896 -2.259 0.11
H -0.390 2.985 2.539 0.10
H -2.381 -4.676 -0.088 0.14
H 1.454 2.847 5.593 0.13
H -2.667 0.447 2.489 0.03
H 2.629 -6.808 0.637 0.12
H -2.191 2.236 -2.834 0.06
H -5.386 -2.619 5.210 0.13
H -4.580 -1.459 7.229 0.09
H -0.157 2.747 4.855 0.13
H 2.426 -6.376 3.055 0.12
H -3.937 1.232 -1.783 0.08
H -1.479 4.518 1.012 0.01
H 1.962 -4.093 3.867 0.12
H -2.409 -1.212 -3.898 0.14
H -0.089 -0.792 -4.202 0.13
H 0.467 -0.450 3.294 0.11
H 2.646 1.569 1.182 0.11
H 2.424 -0.034 1.917 0.10
H -0.643 1.468 -3.168 0.07
H 3.192 3.437 2.501 0.13
H -5.125 -3.012 2.785 0.12
H -4.064 -0.521 -1.707 0.06
H 4.103 -2.648 -1.225 0.08
H -0.854 -4.433 1.739 0.14
H 2.333 -4.963 -0.977 0.12
H 3.033 1.123 5.274 0.14
H 3.352 3.248 4.265 0.14
H -2.035 1.161 -4.221 0.11
H 1.690 -2.238 2.251 0.09
H 2.627 -0.288 4.267 0.13
H -0.025 -2.272 -3.220 0.13
H -4.450 -3.379 -0.153 0.13
H -3.349 -4.863 1.392 0.13
H -1.932 -3.340 2.635 0.13
H -2.974 0.881 4.910 0.12
H -0.719 0.856 3.541 0.11
H -5.399 0.015 6.761 0.10
H 1.055 3.273 1.497 0.12
H -4.047 0.297 -3.281 0.11
H -3.676 0.067 7.092 0.09
H -2.795 4.520 -0.223 0.02
H 3.799 -0.899 -1.244 0.05
```